No. 1
The following is a DFT calculation (ωB97M-V/def2-TZVPD) of one molecule with the formula C2HNOS2 at a distorted geometry.

**E_HOMO**: -9.80 eV
**Orbital gap**: 9.267 eV
**Total energy**: -1003.10689 a.u.
**Strongest force on any atom**: 0.1096 hartree/bohr

CARTESIAN COORDINATES (ANGSTROEM)
1 N -4.948 0.503 0.147
2 C -3.817 0.585 0.067
3 O -2.418 0.723 -0.041
4 C -1.463 -0.205 -0.045
5 S -1.597 -1.815 0.007
6 S 0.040 0.724 -0.141
7 H 0.865 -0.320 -0.130

***

No. 2
The following is a DFT calculation (ωB97M-V/def2-TZVPD) of one molecule with the formula C2HNS at a distorted geometry.

**E_HOMO**: -10.02 eV
**Orbital gap**: 8.112 eV
**Total energy**: -529.69037 a.u.
**Strongest force on any atom**: 0.0695 hartree/bohr

CARTESIAN COORDINATES (ANGSTROEM)
1 N 0.603 -1.736 1.493
2 C 0.102 -1.027 0.730
3 C -0.464 -0.201 -0.280
4 S -0.043 1.261 -0.797
5 H -1.361 -0.662 -0.405

***

No. 3
The following is a DFT calculation (ωB97M-V/def2-TZVPD) of C2HNaO4 as an isolated structure at a distorted geometry.

**E_HOMO (spin up / spin down)**: -8.58 / -8.57 eV
**Orbital gap (spin up / spin down)**: 7.628 / 7.625 eV
**Total energy**: -539.72804 a.u.
**Strongest force on any atom**: 0.0517 hartree/bohr

CARTESIAN COORDINATES (ANGSTROEM)
1 O 0.958 0.175 1.727
2 O -0.862 0.391 -1.730
3 O -0.355 -0.258 1.406
4 O 0.547 0.582 -1.729
5 C -1.273 -0.228 -0.743
6 C -0.429 -0.777 0.231
7 H -0.068 -1.805 0.096
8 Na 1.482 1.920 0.741

***

No. 4
The following is a DFT calculation (ωB97M-V/def2-TZVPD) of C2HO2P2 as an isolated structure at a distorted geometry.

**E_HOMO**: -3.27 eV
**Orbital gap**: 7.661 eV
**Charge**: -1
**Total energy**: -909.97240 a.u.
**Strongest force on any atom**: 0.0675 hartree/bohr

CARTESIAN COORDINATES (ANGSTROEM)
1 C 1.431 0.219 0.044
2 C -1.715 -0.061 0.559
3 O 2.562 0.589 0.061
4 O 0.999 -1.059 0.361
5 P -0.180 1.104 -0.361
6 P -0.627 -1.003 -0.513
7 H -2.470 0.211 -0.150

***

No. 5
The following is a DFT calculation (ωB97M-V/def2-TZVPD) of an isolated ion of composition C2HO2S2 and charge -1 at a distorted geometry.

**E_HOMO**: -4.24 eV
**Orbital gap**: 7.410 eV
**Charge**: -1
**Total energy**: -1023.68880 a.u.
**Strongest force on any atom**: 0.1025 hartree/bohr

CARTESIAN COORDINATES (ANGSTROEM)
1 O -1.553 -0.118 -0.859
2 C -1.155 -0.332 0.355
3 O -1.622 -0.946 1.303
4 C 0.168 0.237 0.168
5 S 0.488 2.039 -0.178
6 S 1.335 -0.879 -0.386
7 H 2.339 -0.001 -0.403

***

No. 6
The following is a DFT calculation (ωB97M-V/def2-TZVPD) of an isolated ion of composition C2HO2S2 and charge -1.

**E_HOMO**: -4.29 eV
**Orbital gap**: 7.466 eV
**Charge**: -1
**Total energy**: -1023.72167 a.u.
**Strongest force on any atom**: 0.0194 hartree/bohr

CARTESIAN COORDINATES (ANGSTROEM)
1 O -2.044 -0.629 0.829
2 C -1.270 -0.357 -0.097
3 O -1.308 -0.584 -1.318
4 C 0.143 0.330 0.111
5 S 0.512 1.923 -0.116
6 S 1.490 -0.782 0.129
7 H 2.477 0.098 0.461